Record 1
# C6H7N2O2

The ion C6H7N2O2 with charge -1 in a non-equilibrium geometry (ωB97M-V/def2-TZVPD, the OMol25 dataset).

Structure (XYZ):
```
17
Properties=species:S:1:pos:R:3:forces:R:3:nbo_charge:R:1
C -1.304137 0.669599 0.730960 0.68 -0.95 -0.75 -0.42
C -1.270744 1.006399 -0.631696 -2.03 1.45 -1.20 0.54
C 0.763073 -0.493861 0.413664 0.76 -1.06 -3.77 0.86
C 1.532347 0.284237 -2.885966 -0.77 0.82 0.82 -0.60
C 0.353601 0.767828 -2.469266 -1.56 0.43 -2.54 0.05
C 0.031239 -0.364894 2.579139 1.19 -0.32 0.75 -0.40
N -0.194991 -0.163844 1.200064 -0.65 2.25 -1.05 -0.42
N -0.280286 0.377773 -1.357321 1.18 -1.27 3.57 -0.60
O -2.153509 1.817643 -1.136437 1.86 -1.25 0.55 -0.79
O 1.667320 -1.278269 0.246892 -1.27 1.40 0.67 -0.58
H -1.844690 1.330728 1.362057 0.08 0.05 0.98 0.20
H 2.043059 0.711545 -3.708768 0.37 -0.01 -0.73 0.18
H 1.974663 -0.243835 -2.097808 1.49 -1.05 0.50 0.19
H -0.263270 1.324339 -3.242091 0.49 -0.03 1.21 0.17
H 0.460380 -1.320821 2.728639 -0.23 -1.58 0.15 0.20
H 0.787927 0.206316 3.107960 -0.02 1.21 -0.47 0.19
H -0.901263 -0.231446 3.013649 -1.57 -0.08 1.31 0.21
```
Forces are in eV/Å.

The energy above the lowest of the compared OMol25 structures with the same formula, charge and spin is 2.957 eV. The LUMO energy is 3.4 eV. For the calculated total energy, the calculation gives -13408.012 eV. As for the net charge: -1.

Record 2
# C6H7N2O2PS

The molecule C6H7N2O2PS in a non-equilibrium geometry (ωB97M-V/def2-TZVPD, the OMol25 dataset).

Structure (XYZ):
```
19
Properties=species:S:1:pos:R:3:forces:R:3:nbo_charge:R:1
C 1.020236 -0.963211 -1.216790 0.05 -0.64 -3.44 0.02
C 0.427122 -0.200392 -3.398321 -0.52 -0.35 -1.31 0.15
C 1.046743 -0.797493 0.215447 1.47 0.92 0.16 0.65
C -0.417384 1.038816 -1.434925 -0.02 -1.20 2.47 -0.27
C -0.579065 2.049170 -2.548483 -2.75 -1.35 -0.14 -0.53
C 1.392476 -2.021036 2.217679 2.81 -0.83 -1.99 -0.27
N 0.949208 -1.189547 -4.038164 0.12 0.62 1.10 -0.77
N 0.419591 -0.110725 -2.006864 0.28 0.04 2.88 -0.37
O 1.342586 0.265458 0.745940 -0.45 -0.65 0.40 -0.61
O 1.076647 -1.984599 0.786227 -0.82 -0.44 1.23 -0.48
P 1.764943 -2.486397 -3.615378 -0.66 1.10 1.01 0.66
S -0.686993 0.995344 -4.070393 0.26 0.72 0.08 0.24
H 0.143639 1.497385 -0.531018 -0.71 -0.93 -1.73 0.27
H -1.336454 0.463345 -0.918305 1.52 1.75 -1.74 0.23
H -1.563729 2.571203 -2.444295 0.87 -0.36 -0.19 0.25
H 0.195944 2.764267 -2.536506 1.03 0.62 -0.31 0.23
H 1.482732 -3.123478 2.393886 0.05 1.10 0.09 0.20
H 0.585193 -1.626779 2.792816 -0.12 0.72 0.50 0.20
H 2.458348 -1.509610 2.226694 -2.41 -0.85 0.94 0.21
```
Forces are in eV/Å.

The energy above the lowest of the compared OMol25 structures with the same formula, charge and spin is 1.779 eV. The LUMO energy (alpha / beta) is -0.7 / -0.7 eV. For the calculated total energy, the calculation gives -33530.322 eV.

Record 3
# C6H7N3

The molecule C6H7N3 in a non-equilibrium geometry (ωB97M-V/def2-TZVPD, the OMol25 dataset).

Structure (XYZ):
```
16
Properties=species:S:1:pos:R:3:forces:R:3:nbo_charge:R:1
C -0.435498 1.322003 -2.605405 -0.03 -0.74 0.16 -0.42
N -0.073116 0.442027 -1.484252 -1.49 0.95 -2.99 -0.18
C -1.150080 -0.406962 -0.944711 -0.14 -0.59 1.90 -0.29
C -0.532576 -0.653393 0.424132 -0.74 -1.12 2.09 -0.12
C -0.564099 -1.358067 1.654003 1.37 2.86 -2.36 -0.07
N 0.575382 -0.869600 2.452486 -0.94 -0.75 -0.67 -0.41
C 1.245507 0.003510 1.758559 -0.79 -0.01 -0.26 0.02
C 0.587864 0.242744 0.477178 1.21 0.12 0.19 0.00
N 0.824062 0.908636 -0.655085 -0.64 -1.61 2.39 -0.07
H -0.732648 0.657515 -3.434977 0.09 0.53 0.16 0.21
H -1.296129 1.980471 -2.329988 0.74 -0.28 -0.23 0.19
H 0.477667 1.870645 -2.850225 -0.44 0.13 -0.14 0.23
H -2.121666 0.172249 -0.869226 1.03 -0.49 -0.23 0.23
H -1.339866 -1.381959 -1.448763 0.33 0.96 -0.24 0.24
H -1.321149 -2.035013 2.026063 0.41 -0.01 0.15 0.21
H 2.142790 0.469651 2.132533 0.04 0.04 0.07 0.20
```
Forces are in eV/Å.

The energy above the lowest of the compared OMol25 structures with the same formula, charge and spin is 2.543 eV. The LUMO energy is -0.5 eV. For the calculated total energy, the calculation gives -10802.888 eV.

Record 4
# C6H7N3O

The molecule C6H7N3O in a non-equilibrium geometry (ωB97M-V/def2-TZVPD, the OMol25 dataset).

Structure (XYZ):
```
17
Properties=species:S:1:pos:R:3:forces:R:3:nbo_charge:R:1
C 2.440854 -0.365662 -1.142192 1.67 -3.04 0.22 -0.26
O 1.229867 -0.862550 -1.697950 -1.16 0.42 0.63 -0.49
C 0.122210 -0.658455 -0.894451 1.32 1.26 0.97 0.27
C -1.127416 -1.196880 -1.153334 -0.27 0.20 1.48 -0.11
N -2.004884 -0.747812 -0.212633 0.70 0.04 -0.32 -0.23
N -1.328681 0.061385 0.641253 0.08 -0.85 -2.29 -0.12
C -2.107584 0.831842 1.542638 1.18 -1.15 2.83 -0.41
C -0.033209 0.160438 0.315821 1.15 -1.59 -2.93 -0.09
C 0.923364 1.013312 0.903597 1.57 2.01 0.89 0.25
N 1.738111 1.766634 1.282124 -1.79 -1.63 -0.55 -0.30
H 2.486327 -0.830646 -0.113591 0.34 1.09 -0.76 0.18
H 2.544790 0.692739 -1.193695 -0.17 0.79 0.24 0.20
H 3.333403 -0.837325 -1.710919 -1.68 0.74 0.64 0.20
H -1.326046 -1.986795 -1.889592 -0.35 0.74 0.44 0.23
H -1.955805 1.884509 1.646720 0.84 0.68 -0.62 0.22
H -3.030372 0.681132 1.095768 -2.38 -0.26 0.35 0.24
H -1.904928 0.394135 2.580438 -1.05 0.56 -1.20 0.21
```
Forces are in eV/Å.

The energy above the lowest of the compared OMol25 structures with the same formula, charge and spin is 2.308 eV. The LUMO energy is 0.6 eV. For the calculated total energy, the calculation gives -12850.769 eV.

What is the formula in the first record?
C6H7N2O2

What is the calculated total energy in the first record?
-13408.012 eV

What is the energy above the lowest of the compared OMol25 structures with the same formula, charge and spin in the second record?
1.779 eV